Computed, not measured: 2 unconnected molecules or ions with the total composition C4H11N3O2 in a non-equilibrium geometry, with ωB97M-V/def2-TZVPD.

The energy above the lowest of the compared OMol25 structures with the same formula, charge and spin comes out at 37.5 kJ/mol. The SMILES is CN(C)C=O.NC(N)=O. The HOMO energy is -9.15 eV. The value obtained for the HOMO-LUMO gap is 9.71 eV. Its max |F| is 0.0490 Eh/bohr. The energy comes out at -473.78850 Eh.

ORCA input file:
```
! RIJCOSX wB97M-V def2-TZVPD def2/J DEFGRID3
* xyz 0 1
C 0.663 1.121 -1.744
N -0.509 0.526 -1.131
C -1.186 1.293 -0.104
C -1.162 -0.537 -1.774
O -0.840 -1.005 -2.857
H 0.407 2.100 -2.160
H 1.057 0.491 -2.545
H 1.432 1.240 -0.976
H -2.076 0.768 0.254
H -1.479 2.270 -0.497
H -0.488 1.442 0.724
H -2.134 -0.775 -1.312
N 1.867 -0.785 1.534
C 0.685 -1.440 1.422
N -0.229 -1.046 2.344
O 0.518 -2.408 0.683
H 1.798 0.213 1.664
H 2.537 -1.062 0.826
H 0.140 -0.708 3.222
H -1.000 -1.697 2.427
*
```


Computed, not measured: 2 unconnected molecules or ions with the total composition C13H6Cl5O4S in a non-equilibrium geometry, with ωB97M-V/def2-TZVPD.

The energy above the lowest of the compared OMol25 structures with the same formula, charge and spin comes out at 101.9 kJ/mol. The HOMO energy is -3.97 eV. The value obtained for the HOMO-LUMO gap is 5.21 eV. Its max |F| is 0.0475 Eh/bohr. The energy comes out at -3499.05067 Eh.

ORCA input file:
```
! RIJCOSX wB97M-V def2-TZVPD def2/J DEFGRID3
* xyz -1 1
Cl 5.063 -3.185 -3.041
C 3.658 -2.264 -2.697
C 3.657 -0.908 -2.495
Cl 5.128 -0.031 -2.496
C 2.413 -0.095 -2.244
O 2.439 1.123 -2.076
C 1.128 -0.865 -2.113
Cl -0.271 -0.010 -2.711
C 1.223 -2.239 -2.088
Cl -0.120 -3.180 -1.559
C 2.388 -3.041 -2.573
O 2.313 -4.231 -2.859
Cl 1.811 -0.919 0.882
C 0.506 -0.188 0.078
S 0.072 1.391 0.731
C -1.496 1.235 1.637
C -2.675 1.286 0.897
C -3.883 1.521 1.548
C -3.899 1.657 2.940
C -2.732 1.445 3.687
C -1.528 1.167 3.028
O 1.121 1.822 1.617
O -0.337 2.243 -0.355
H -0.313 -0.802 -0.309
H -2.646 1.161 -0.178
H -4.793 1.610 0.957
H -4.841 1.879 3.447
H -2.763 1.511 4.777
H -0.621 0.909 3.568
*
```